[1]
2 unconnected molecules or ions with the total composition C6H12N2O in a non-equilibrium geometry. Source: the Open Molecules 2025 dataset; level of theory: ωB97M-V/def2-TZVPD.

Molecular weight (g/mol): 128.17
SMILES: [H]/N=C(\C)C=O.C=C(C)N
Frontier orbital gap (alpha / beta) (eV): 9.2 / 9.2
Relative energy (zero: lowest compared OMol25 entry of this formula, charge and spin) (kJ/mol): 180.6
E_tot (eV): -11442.7990
HOMO energy (alpha / beta) (eV): -8.5 / -8.5

CARTESIAN COORDINATES (ANGSTROEM)
O  1.254  -1.050  0.842
N  0.410  2.293  1.199
N  -0.347  -2.075  -0.973
C  2.252  1.431  -0.214
C  1.037  1.333  0.665
C  -2.332  -1.323  0.247
C  -1.093  -0.957  -0.509
C  0.580  -0.039  1.033
C  -0.831  0.272  -0.993
H  -2.871  -0.432  0.554
H  -0.389  -2.892  -0.373
H  -0.054  0.415  -1.725
H  -2.986  -1.925  -0.385
H  2.085  2.152  -1.017
H  -1.394  1.143  -0.715
H  -2.072  -1.911  1.128
H  0.604  -1.867  -1.236
H  0.762  3.218  0.950
H  3.108  1.771  0.378
H  2.506  0.457  -0.637
H  -0.228  -0.016  1.781

***

[2]
A molecular structure, C16H12F3N2O3Zr in a non-equilibrium geometry. Source: the Open Molecules 2025 dataset; level of theory: ωB97M-V/def2-TZVPD.

Molecular weight (g/mol): 428.50
Frontier orbital gap (eV): 7.2
Net charge: +1
E_tot (eV): -35337.0603
HOMO energy (eV): -11.7

CARTESIAN COORDINATES (ANGSTROEM)
Zr  -0.640  -0.469  -1.007
F  -3.000  -3.204  -2.916
F  -1.551  -1.690  -2.879
F  -2.201  -1.235  -0.310
O  1.116  -1.397  -0.828
O  -0.679  1.469  -1.071
O  -2.669  2.972  -1.865
N  1.349  -0.770  1.362
N  0.209  -0.076  0.991
C  -2.176  2.322  2.195
C  -2.568  2.809  -0.533
C  1.783  -1.435  0.340
C  -3.407  3.372  0.416
C  -3.205  3.129  1.772
C  5.331  -3.740  0.513
C  -1.878  -3.002  -2.410
C  3.738  -2.297  1.584
C  3.009  -2.237  0.395
C  3.444  -2.929  -0.732
C  -1.325  1.715  1.261
C  4.896  -3.050  1.638
C  -1.515  1.984  -0.107
C  -0.248  0.862  1.735
C  -3.674  3.862  -2.347
C  4.607  -3.680  -0.670
H  -3.523  4.867  -1.950
H  -2.021  2.133  3.249
H  3.393  -1.755  2.453
H  -3.560  3.875  -3.426
H  -4.224  4.008  0.106
H  0.197  1.026  2.713
H  -3.868  3.583  2.495
H  5.464  -3.100  2.557
H  -4.671  3.502  -2.089
H  6.239  -4.327  0.560
H  2.877  -2.878  -1.650
H  4.949  -4.217  -1.543

***

[3]
A molecular structure, C24H27Br2CdN6O in a non-equilibrium geometry. Source: the Open Molecules 2025 dataset; level of theory: ωB97M-V/def2-TZVPD.

Molecular weight (g/mol): 687.74
Frontier orbital gap (eV): 4.6
Relative energy (zero: lowest compared OMol25 entry of this formula, charge and spin) (kJ/mol): 179.2
Net charge: +1
E_tot (eV): -180955.0437
HOMO energy (eV): -8.8

CARTESIAN COORDINATES (ANGSTROEM)
Cd  -0.578  -0.199  -0.669
Br  6.086  -2.283  -0.369
Br  2.590  -1.519  -4.463
O  0.422  -2.125  -2.213
N  0.332  1.586  0.499
N  -0.299  -1.885  0.727
N  -0.447  1.500  -2.170
N  -2.597  0.016  0.973
N  -2.670  -0.566  -2.070
N  0.593  0.523  2.525
C  0.765  1.667  1.789
C  0.428  2.655  -0.255
C  1.884  -2.631  -0.413
C  -3.833  -0.080  0.145
C  3.199  -2.726  -0.050
C  -1.494  1.364  -3.196
C  1.668  2.805  3.778
C  3.933  -2.706  -2.356
C  1.630  1.607  4.426
C  -2.785  0.791  -2.602
C  0.292  2.476  -1.729
C  1.604  -2.425  -1.844
C  0.634  3.950  0.463
C  0.738  -2.728  0.573
C  1.255  0.512  3.662
C  1.362  2.814  2.393
C  -3.798  -0.942  -1.134
C  1.312  3.975  1.613
C  2.717  -2.293  -2.765
C  4.294  -2.709  -0.955
C  0.980  -3.954  1.463
C  -1.407  -2.177  1.697
C  -2.319  -0.965  2.013
C  0.991  3.480  -2.622
H  1.928  3.820  -2.185
H  -2.777  -1.164  -2.869
H  1.277  3.148  -3.600
H  1.709  1.530  5.579
H  -0.976  0.766  -4.064
H  1.482  -0.508  4.049
H  -2.488  0.947  1.385
H  -3.705  -1.992  -0.889
H  0.202  -4.095  2.240
H  1.912  3.740  4.223
H  -3.240  -1.344  2.467
H  1.797  4.873  2.060
H  1.145  -4.888  0.872
H  0.366  4.387  -2.740
H  -3.101  1.483  -1.794
H  -3.620  0.848  -3.351
H  -1.997  -2.970  1.253
H  4.640  -2.969  -3.107
H  -4.091  0.947  -0.105
H  -4.767  -0.731  -1.651
H  0.558  4.872  -0.088
H  -4.693  -0.444  0.730
H  1.958  -3.808  1.991
H  -0.994  -2.638  2.641
H  -1.658  2.388  -3.652
H  3.333  -2.541  1.017
H  -1.684  -0.467  2.727